Entry 1:
17
Properties=species:S:1:pos:R:3:mulliken_charge:R:1 method="wB97M-V/def2-TZVPD" total_charge=+1 homo_lumo_gap_ev=9.32 smiles="CCN[n+]1cc(=O)o[nH]1"
C 2.25031 0.55815 0.84838 -1.1215
C 0.82462 0.26195 1.41436 -0.3488
N -0.15951 0.80855 0.51640 -0.4451
N -0.86362 0.03243 -0.31698 0.8123
C -0.76417 -1.25061 -0.58756 0.1334
C -1.68870 -1.52569 -1.69007 0.1325
O -2.15629 -2.48502 -2.17829 -0.3979
O -2.22759 -0.30258 -2.12843 -0.1852
N -1.74162 0.60941 -1.17884 -0.3430
H 3.05371 0.19137 1.39738 0.3963
H 2.37261 0.17698 -0.14543 0.3271
H 2.40408 1.62129 0.89454 0.3421
H 0.66872 -0.87394 1.53269 0.2505
H 0.76773 0.74600 2.34361 0.3451
H -0.75486 1.67858 0.83197 0.3541
H 0.00844 -1.82869 -0.22464 0.4617
H -1.99387 1.58184 -1.32910 0.2864



Entry 2:
16
Properties=species:S:1:pos:R:3:mulliken_charge:R:1 method="wB97M-V/def2-TZVPD" homo_lumo_gap_ev=7.79
C 0.72943 1.88642 0.13225 -0.7695
N 0.81785 0.51683 -0.32604 0.2101
N 1.89846 -0.30891 0.05637 -0.4521
C 1.35576 -1.58181 0.04203 -0.3354
C -0.01025 -1.58685 0.03023 -0.4831
C -0.37495 -0.20657 -0.18531 0.4371
N -1.52325 0.42006 -0.13196 -0.3438
N -2.62618 -0.32741 0.05933 -0.5985
H 0.56435 2.60225 -0.70779 0.2359
H 1.65847 2.22890 0.60333 0.3161
H -0.12225 2.00445 0.82741 0.3151
H 2.61799 -0.05209 -0.61423 0.2750
H 1.98168 -2.47272 0.14230 0.3864
H -0.71135 -2.38687 0.29623 0.3934
H -2.95948 -1.01464 -0.69395 0.1986
H -3.29626 0.27894 0.46980 0.2148



Entry 3:
16
Properties=species:S:1:pos:R:3:mulliken_charge:R:1 method="wB97M-V/def2-TZVPD" homo_lumo_gap_ev="7.02 / 8.10"
C 1.06015 -1.02125 -0.41387 -0.9811
C -0.24548 1.31228 -0.21249 0.5727
C 0.62180 0.01852 -1.18988 0.6278
N -0.00312 2.49200 -0.85311 -0.4956
C -0.93889 -1.36121 2.41814 -0.1885
N -0.85179 1.02948 0.80413 -0.5917
N -1.18613 -1.45228 1.19173 -0.5875
N 0.58528 0.37219 -2.40845 -0.7258
H -0.67980 3.22026 -0.69177 0.2681
H 0.25144 2.33584 -1.82439 0.2608
H 1.08268 -0.25966 -3.02907 0.2658
H -0.47955 -1.10618 0.41685 0.3193
H 0.87812 -2.04615 -0.71185 0.3816
H 1.65745 -0.83848 0.46845 0.3572
H -0.32227 -0.62541 2.94610 0.2487
H -1.42990 -2.06996 3.08949 0.2679



Entry 4:
16
Properties=species:S:1:pos:R:3:mulliken_charge:R:1 method="wB97M-V/def2-TZVPD" homo_lumo_gap_ev=7.42
C -1.75598 -1.96141 0.05343 -0.0795
C 0.33490 -1.15651 0.24245 -0.0461
C -1.34670 0.27503 0.02764 -0.3121
C 2.60312 -0.09393 0.17596 -0.8114
N -0.47932 -2.07520 -0.13856 -0.4346
N -2.29007 -0.69395 0.12662 -0.1163
N -1.74205 1.56165 0.19224 -0.2896
N 1.37938 -0.61560 -0.41296 -0.1054
H -2.39486 -2.84345 -0.14070 0.3617
H 3.56179 -0.70312 0.19131 0.2752
H 2.78628 0.83918 -0.27811 0.3459
H 2.54156 0.19358 1.24291 0.3047
H -3.21522 -0.51035 0.57929 0.2555
H -1.08665 2.17745 -0.07766 0.2264
H -2.65292 1.88232 0.18505 0.2045
H 1.33280 -0.61638 -1.38992 0.2211



Entry 5:
16
Properties=species:S:1:pos:R:3:mulliken_charge:R:1 method="wB97M-V/def2-TZVPD" homo_lumo_gap_ev=8.37
C -0.77972 -1.47885 -0.78895 -0.1458
C 0.83104 1.14196 -0.95874 -1.4929
N -0.74602 -1.53564 0.66581 -0.5670
C 0.08517 0.55160 0.23889 1.2172
N -0.32816 1.60956 1.13580 -0.6635
N -1.12296 -0.21788 -0.17642 -0.2443
C 0.90430 -0.52382 0.99317 -0.0025
N 1.85831 -0.93695 1.55161 -0.6354
H -0.50780 -2.39856 1.15618 0.3799
H -0.92021 2.26490 0.63428 0.2667
H -0.90096 1.20675 1.87288 0.2913
H 0.17047 -1.61986 -1.29599 0.2152
H -1.61525 -1.98447 -1.26229 0.2569
H 1.60110 1.82874 -0.59803 0.3915
H 0.14922 1.71163 -1.59798 0.4223
H 1.32146 0.38088 -1.57023 0.3105



Entry 6:
16
Properties=species:S:1:pos:R:3:mulliken_charge:R:1 method="wB97M-V/def2-TZVPD" homo_lumo_gap_ev=8.68
C -3.48158 -0.83692 -0.02047 -0.3143
N -2.83823 0.26272 -0.04623 -0.8706
N -1.50668 0.18299 -0.06961 0.2788
C -0.81357 1.34899 -0.02351 -0.1777
C 0.51423 1.44126 -0.01526 -0.3026
N 1.24324 0.22386 -0.05342 0.2053
N 2.48449 0.39750 -0.09310 -0.6059
C 3.18592 -0.86483 0.00298 -0.6101
H -4.55068 -0.80672 0.06947 0.2616
H -2.99682 -1.80951 -0.00530 0.2213
H -0.95934 -0.69547 -0.00072 0.3975
H -1.47990 2.19159 0.00411 0.3798
H 1.04522 2.39181 0.15219 0.3349
H 2.52655 -1.71898 0.09654 0.3451
H 3.82494 -0.98077 -0.89298 0.2256
H 3.80222 -0.72752 0.89530 0.2315



One value per record, in order, for largest force on an atom: 4.07; 3.90; 2.63; 3.77; 3.47; 1.57 eV/Å.
One value per record, in order, for energy above the lowest of the compared OMol25 structures with the same formula, charge and spin: 606.1; 298.5; 593.6; 416.0; 542.2; 314.4 kJ/mol.